C88H207N13O24 | ωB97M-V/def2-TZVPD

Each atom is followed by the atoms it is bonded to, with distances in Å.
Atoms and positions in Å:
1 C -5.50205 -6.96027 -4.02050  C2 1.487, H8 1.079, H9 1.110, H10 1.075
2 C -4.75077 -6.04001 -4.91438  C1 1.487, O3 1.228, N4 1.407
3 O -4.92373 -4.83583 -5.07833  C2 1.228
4 N -3.79949 -6.74789 -5.67203  C2 1.407, H5 1.007, C7 1.430
5 H -3.44944 -7.67010 -5.46894  N4 1.007
6 H 1.04270 -2.75578 -4.27328  O322 1.103
7 C -2.90150 -5.99653 -6.49311  N4 1.430, H11 1.055, H12 1.090, H13 1.099
8 H -6.46938 -7.23186 -4.41274  C1 1.079
9 H -5.71795 -6.52427 -3.02312  C1 1.110
10 H -4.97614 -7.86367 -3.77140  C1 1.075
11 H -2.24909 -5.44623 -5.87254  C7 1.055
12 H -3.46361 -5.26443 -7.07241  C7 1.090
13 H -2.37809 -6.64047 -7.21310  C7 1.099
14 C 6.83054 9.50698 -14.14027  C15 1.496, H21 1.080, H22 1.043, H23 1.130
15 C 6.09269 10.13304 -12.99990  C14 1.496, O16 1.169, N17 1.523
16 O 6.13758 9.76991 -11.88990  C15 1.169
17 N 5.23282 11.32936 -13.38483  C15 1.523, H18 1.031, H19 1.020, C20 1.538
18 H 4.93530 11.86942 -12.55905  N17 1.031
19 H 5.60132 12.01615 -14.04354  N17 1.020
20 C 3.97677 10.71976 -14.03017  N17 1.538, H24 1.094, H25 1.086, H26 1.086
21 H 6.89785 10.20085 -14.96470  C14 1.080
22 H 6.30970 8.61927 -14.31190  C14 1.043
23 H 7.85222 9.24767 -13.73191  C14 1.130
24 H 3.19048 11.47667 -14.10554  C20 1.094
25 H 3.61874 9.99950 -13.30001  C20 1.086
26 H 4.19548 10.29582 -15.00572  C20 1.086
27 C 5.89025 -4.91731 3.67444  C28 1.516, H34 1.094, H35 1.132, H36 1.092
28 C 5.74557 -4.39618 2.25803  C27 1.516, O29 1.220, N30 1.319
29 O 4.83774 -3.63994 1.95327  C28 1.220
30 N 6.66057 -4.90953 1.45790  C28 1.319, H31 1.030, C33 1.464
31 H 7.16855 -5.70202 1.87551  N30 1.030
32 H 3.53544 -4.40288 3.21192  O315 1.025
33 C 6.56822 -4.95129 -0.00278  N30 1.464, H37 1.109, H38 1.110, H39 1.095
34 H 6.95089 -5.11930 3.85165  C27 1.094
35 H 5.32607 -5.89267 3.77844  C27 1.132
36 H 5.54238 -4.18554 4.40663  C27 1.092
37 H 7.44130 -4.39620 -0.40327  C33 1.109
38 H 5.60638 -4.50218 -0.32731  C33 1.110
39 H 6.60622 -5.98865 -0.35078  C33 1.095
40 C -11.14854 -2.04503 -3.02289  C41 1.459, H47 1.092, H48 1.087, H49 1.048
41 C -9.74743 -2.08177 -3.42733  C40 1.459, O42 1.243, N43 1.370
42 O -8.89036 -1.75963 -2.58689  C41 1.243
43 N -9.55630 -2.23195 -4.77589  C41 1.370, H44 1.031, C46 1.433
44 H -10.41850 -2.57781 -5.22204  N43 1.031
45 H -8.02995 1.59777 1.16572  O329 1.018
46 C -8.29307 -2.23887 -5.45327  N43 1.433, H50 1.077, H51 1.083, H52 1.069
47 H -11.62124 -1.12015 -3.35894  C40 1.092
48 H -11.05297 -1.99445 -1.94093  C40 1.087
49 H -11.70471 -2.89388 -3.28492  C40 1.048
50 H -7.61055 -3.05306 -5.27753  C46 1.077
51 H -7.73679 -1.36244 -5.14514  C46 1.083
52 H -8.60858 -2.05791 -6.45797  C46 1.069
53 C 0.15870 -7.70083 -0.34644  C54 1.502, H63 1.073, H64 1.090, H65 1.127
54 C 0.16193 -9.15261 0.03973  C53 1.502, C55 1.600, H66 1.073, H67 1.115
55 C 0.88226 -10.14137 -0.99107  C54 1.600, C56 1.489, H68 1.044, H69 1.099
56 C 2.34548 -9.86785 -1.03690  C55 1.489, N57 1.479, H70 1.135, H71 1.079
57 N 3.21430 -10.75597 -1.84012  C56 1.479, C58 1.555, C61 1.553, C62 1.507
58 C 4.66371 -10.20737 -1.71318  N57 1.555, C59 1.561, H72 1.078, H73 1.083
59 C 5.10454 -9.70912 -3.12519  C58 1.561, C60 1.561, H74 1.153, H75 1.075
60 C 3.77054 -9.38579 -3.86904  C59 1.561, C61 1.539, H76 1.108, H77 1.103
61 C 2.86546 -10.51006 -3.33378  N57 1.553, C60 1.539, H78 1.121, H79 1.079
62 C 3.18656 -12.18218 -1.35506  N57 1.507, H80 1.087, H81 1.089, H82 1.091
63 H -0.80369 -7.31748 -0.06786  C53 1.073
64 H 0.19022 -7.55593 -1.42602  C53 1.090
65 H 0.95453 -7.09428 0.17118  C53 1.127
66 H -0.82691 -9.56723 0.06940  C54 1.073
67 H 0.56368 -9.17043 1.07935  C54 1.115
68 H 0.41910 -10.12770 -1.92663  C55 1.044
69 H 0.72921 -11.12198 -0.51816  C55 1.099
70 H 2.67727 -9.85225 0.04869  C56 1.135
71 H 2.62545 -8.86853 -1.33372  C56 1.079
72 H 5.33345 -11.00206 -1.42548  C58 1.078
73 H 4.65784 -9.49357 -0.89913  C58 1.083
74 H 5.62249 -10.58447 -3.66749  C59 1.153
75 H 5.83069 -8.92963 -2.97984  C59 1.075
76 H 3.85412 -9.45810 -4.97174  C60 1.108
77 H 3.41124 -8.35368 -3.72310  C60 1.103
78 H 3.10231 -11.50398 -3.79421  C61 1.121
79 H 1.80430 -10.36707 -3.46949  C61 1.079
80 H 3.86833 -12.81622 -1.91544  C62 1.087
81 H 2.16329 -12.54553 -1.27605  C62 1.089
82 H 3.44319 -12.12061 -0.29603  C62 1.091
83 C -1.50815 7.90452 6.78090  C84 1.540, H93 1.088, H94 1.053, H95 1.080
84 C -0.72411 6.91118 5.90384  C83 1.540, C85 1.516, H96 1.089, H97 1.080
85 C -0.74866 5.47836 6.39747  C84 1.516, C86 1.563, H98 1.125, H99 1.097
86 C 0.19000 4.49979 5.62011  C85 1.563, N87 1.565, H100 1.078, H101 1.110
87 N -0.61754 3.24684 5.14410  C86 1.565, C88 1.522, C91 1.467, C92 1.485
88 C -1.28910 2.33231 6.15864  N87 1.522, C89 1.519, H102 1.083, H103 1.091
89 C -1.33917 0.96445 5.49995  C88 1.519, C90 1.555, H104 1.102, H105 1.076
90 C -0.47164 1.07142 4.21392  C89 1.555, C91 1.526, H106 1.107, H107 1.069
91 C 0.34603 2.31557 4.54834  N87 1.467, C90 1.526, H108 1.091, H109 1.147
92 C -1.62752 3.70210 4.15580  N87 1.485, H110 1.090, H111 1.098, H112 1.054
93 H -1.44655 8.95797 6.51442  C83 1.088
94 H -1.15306 7.80106 7.76674  C83 1.053
95 H -2.57649 7.74520 6.77208  C83 1.080
96 H 0.29611 7.28146 5.99571  C84 1.089
97 H -1.01629 6.96842 4.86534  C84 1.080
98 H -1.81597 5.12631 6.45668  C85 1.125
99 H -0.43746 5.48901 7.44928  C85 1.097
100 H 1.00086 4.21527 6.27144  C86 1.078
101 H 0.66402 5.02264 4.76383  C86 1.110
102 H -2.18920 2.82175 6.50944  C88 1.083
103 H -0.60757 2.38918 7.00841  C88 1.091
104 H -2.32148 0.62033 5.13731  C89 1.102
105 H -1.03308 0.19392 6.18610  C89 1.076
106 H -1.09066 1.29770 3.32483  C90 1.107
107 H 0.12327 0.23195 3.92386  C90 1.069
108 H 0.92460 2.78393 3.75070  C91 1.091
109 H 1.01816 2.03960 5.43602  C91 1.147
110 H -2.35720 2.95588 3.84081  C92 1.090
111 H -1.11580 4.11713 3.27748  C92 1.098
112 H -2.15159 4.50726 4.58965  C92 1.054
113 C 5.76515 1.41172 -4.99857  C114 1.520, H123 1.061, H124 1.074, H125 1.128
114 C 5.98040 0.00172 -5.52287  C113 1.520, C115 1.562, H126 1.084, H127 1.055
115 C 5.51394 -0.29947 -6.98322  C114 1.562, C116 1.492, H128 1.112, H129 1.104
116 C 4.03284 -0.44935 -7.08926  C115 1.492, N117 1.487, H130 1.123, H131 1.117
117 N 3.54753 -1.51299 -8.00768  C116 1.487, C118 1.482, C121 1.431, C122 1.548
118 C 2.11692 -1.72263 -7.68245  N117 1.482, C119 1.541, H132 1.095, H133 1.111
119 C 1.70033 -3.09496 -8.24727  C118 1.541, C120 1.560, H134 1.116, H135 1.108
120 C 3.05753 -3.86159 -8.31051  C119 1.560, C121 1.566, H136 1.083, H137 1.084
121 C 4.07670 -2.81577 -7.74357  N117 1.431, C120 1.566, H138 1.127, H139 1.152
122 C 3.63110 -1.01930 -9.47249  N117 1.548, H140 1.109, H141 1.073, H142 1.087
123 H 5.23127 1.40254 -4.08137  C113 1.061
124 H 5.12220 1.95221 -5.66721  C113 1.074
125 H 6.76661 1.90217 -4.82744  C113 1.128
126 H 5.44103 -0.73117 -4.93312  C114 1.084
127 H 7.00604 -0.24347 -5.49637  C114 1.055
128 H 6.06844 -1.21017 -7.29806  C115 1.112
129 H 6.00336 0.38003 -7.70203  C115 1.104
130 H 3.48973 0.48143 -7.40524  C116 1.123
131 H 3.55658 -0.68255 -6.10668  C116 1.117
132 H 1.46561 -0.87037 -7.90226  C118 1.095
133 H 2.02671 -1.81281 -6.57869  C118 1.111
134 H 1.30707 -2.94917 -9.28166  C119 1.116
135 H 0.93598 -3.60396 -7.62710  C119 1.108
136 H 3.26078 -4.13819 -9.33784  C120 1.083
137 H 3.11246 -4.77686 -7.73290  C120 1.084
138 H 5.14036 -2.91701 -8.10105  C121 1.127
139 H 4.06098 -3.01792 -6.60949  C121 1.152
140 H 4.68546 -0.71945 -9.63898  C122 1.109
141 H 2.98958 -0.18431 -9.67911  C122 1.073
142 H 3.34848 -1.83101 -10.13779  C122 1.087
143 C 9.19129 2.02570 -1.86720  C144 1.570, H153 1.081, H154 1.105, H155 1.080
144 C 9.57297 3.21289 -0.91295  C143 1.570, C145 1.492, H156 1.116, H157 1.091
145 C 10.92050 3.02045 -0.30254  C144 1.492, C146 1.577, H158 1.067, H159 1.090
146 C 11.06056 3.98717 0.93538  C145 1.577, N147 1.526, H160 1.115, H161 1.085
147 N 12.36813 3.82836 1.70617  C146 1.526, C148 1.512, C151 1.547, C152 1.456
148 C 12.57063 2.37414 2.06534  N147 1.512, C149 1.459, H162 1.107, H163 1.078
149 C 13.40512 2.47267 3.25796  C148 1.459, C150 1.533, H164 1.104, H165 1.117
150 C 12.65917 3.49519 4.12214  C149 1.533, C151 1.590, H166 1.088, H167 1.076
151 C 12.44801 4.62942 3.02777  N147 1.547, C150 1.590, H168 1.076, H169 1.122
152 C 13.49282 4.27597 0.89774  N147 1.456, H170 1.055, H171 1.092, H172 1.074
153 H 9.33934 1.05048 -1.42514  C143 1.081
154 H 9.82815 2.06927 -2.76868  C143 1.105
155 H 8.15308 2.14957 -2.13785  C143 1.080
156 H 8.78746 3.30252 -0.12502  C144 1.116
157 H 9.54241 4.22711 -1.31266  C144 1.091
158 H 11.61547 3.27544 -1.07060  C145 1.067
159 H 11.12901 1.99439 -0.00051  C145 1.090
160 H 10.30522 3.73895 1.71733  C146 1.115
161 H 11.01444 5.03613 0.66131  C146 1.085
162 H 13.04080 1.89250 1.18682  C148 1.107
163 H 11.64152 1.86917 2.27608  C148 1.078
164 H 14.43882 2.76372 3.00009  C149 1.104
165 H 13.55558 1.47869 3.74500  C149 1.117
166 H 13.19761 3.81218 5.01304  C150 1.088
167 H 11.69646 3.13436 4.44013  C150 1.076
168 H 13.23602 5.35954 3.09289  C151 1.076
169 H 11.44632 5.12366 3.13394  C151 1.122
170 H 13.51588 3.70027 0.01397  C152 1.055
171 H 14.42068 4.25955 1.47387  C152 1.092
172 H 13.40409 5.33272 0.72499  C152 1.074
173 C -7.95241 7.36469 4.66620  O174 1.451, H184 1.073, H185 1.059, H186 1.097
174 O -7.12874 7.66108 3.50927  C173 1.451, C175 1.401
175 C -7.52903 8.84641 2.87860  O174 1.401, C176 1.523, H187 1.094, H188 1.130
176 C -6.69937 8.76739 1.60434  C175 1.523, N177 1.524, H189 1.107, H190 1.108
177 N -6.92534 7.58443 0.67053  C176 1.524, H178 1.034, H179 1.015, C180 1.532
178 H -6.12088 7.70073 0.03101  N177 1.034
179 H -6.91092 6.68537 1.14074  N177 1.015
180 C -8.21099 7.77673 -0.13951  N177 1.532, C181 1.534, H191 1.097, H192 1.072
181 C -8.06483 7.19890 -1.55262  C180 1.534, O182 1.450, H193 1.126, H194 1.130
182 O -6.75065 7.68365 -1.92677  C181 1.450, C183 1.438
183 C -6.77597 7.96752 -3.33579  O182 1.438, H195 1.077, H196 1.055, H197 1.075
184 H -9.00512 7.46981 4.48757  C173 1.073
185 H -7.75954 8.14384 5.35645  C173 1.059
186 H -7.76205 6.38106 5.11200  C173 1.097
187 H -7.20058 9.73260 3.43040  C175 1.094
188 H -8.64127 8.85725 2.68115  C175 1.130
189 H -5.64238 8.67509 1.91886  C176 1.107
190 H -6.81189 9.65904 0.95554  C176 1.108
191 H -8.39631 8.85612 -0.19636  C180 1.097
192 H -9.06903 7.41926 0.39514  C180 1.072
193 H -8.89785 7.62550 -2.17834  C181 1.126
194 H -8.15748 6.07340 -1.59018  C181 1.130
195 H -7.46017 8.77694 -3.52709  C183 1.077
196 H -7.00660 7.07417 -3.84646  C183 1.055
197 H -5.77793 8.09935 -3.71145  C183 1.075
198 C -11.18803 -5.24171 5.02948  O199 1.190, H210 1.197, H211 1.109
199 O -12.15198 -5.62989 4.44904  C198 1.190, C200 1.443
200 C -12.77811 -4.68110 3.55999  O199 1.443, C201 1.518, H212 1.083, H213 1.195
201 C -14.23411 -4.93211 3.21014  C200 1.518, N202 1.513, H214 1.123, H215 1.130
202 N -15.19406 -5.28287 4.32551  C201 1.513, H203 1.031, H204 1.064, C205 1.453
203 H -15.92622 -5.96837 4.08594  N202 1.031
204 H -14.63226 -5.74778 5.09987  N202 1.064
205 C -15.94509 -4.13004 4.79299  N202 1.453, C206 1.540, H216 1.108, H217 1.086
206 C -15.12844 -3.14590 5.65134  C205 1.540, O207 1.570, H218 1.074, H219 1.108
207 O -14.27996 -2.04214 4.92601  C206 1.570, C208 1.170
208 C -14.55415 -0.98278 4.51304  O207 1.170, H220 1.115, H222 1.298
209 H -9.98454 -6.61015 4.54925  no bonds
210 H -10.71039 -6.05708 5.76368  C198 1.197
211 H -10.66207 -4.28643 4.82755  C198 1.109
212 H -12.22077 -4.58299 2.63712  C200 1.083
213 H -12.48794 -3.57376 3.90427  C200 1.195
214 H -14.26063 -5.77000 2.46230  C201 1.123
215 H -14.59000 -3.93323 2.81970  C201 1.130
216 H -16.76936 -4.48451 5.44259  C205 1.108
217 H -16.39112 -3.61795 3.94534  C205 1.086
218 H -14.35753 -3.50248 6.30818  C206 1.074
219 H -15.84523 -2.53570 6.23553  C206 1.108
220 H -13.85812 -0.15692 4.23434  C208 1.115
221 H -15.66949 -0.24538 5.25084  no bonds
222 H -15.78442 -0.62951 4.29837  C208 1.298
223 C -3.41475 -1.73642 -0.11062  O224 1.399, H234 1.081, H235 1.105, H236 1.102
224 O -2.38466 -2.67712 -0.00965  C223 1.399, C225 1.421
225 C -2.22963 -3.63588 -1.04642  O224 1.421, C226 1.528, H237 1.095, H238 1.085
226 C -0.88983 -4.33974 -0.83407  C225 1.528, N227 1.543, H239 1.079, H240 1.077
227 N 0.06996 -3.13297 -0.88520  C226 1.543, H228 1.048, H229 1.057, C230 1.478
228 H 0.17330 -2.77915 -1.86582  N227 1.048
229 H -0.43092 -2.40837 -0.30055  N227 1.057
230 C 1.39005 -3.32239 -0.24744  N227 1.478, C231 1.556, H241 1.093, H242 1.104
231 C 2.34492 -2.10657 -0.07055  C230 1.556, O232 1.378, H243 1.085, H244 1.095
232 O 1.89966 -1.24654 0.91022  C231 1.378, C233 1.430
233 C 2.85478 -0.41023 1.56864  O232 1.430, H245 1.096, H246 1.089, H247 1.085
234 H -3.89114 -1.70881 -1.08078  C223 1.081
235 H -2.87771 -0.77344 -0.03200  C223 1.105
236 H -4.11659 -1.91865 0.71923  C223 1.102
237 H -2.34986 -3.22125 -2.05307  C225 1.095
238 H -2.96371 -4.41705 -0.87676  C225 1.085
239 H -0.55398 -5.00131 -1.61682  C226 1.079
240 H -0.80249 -4.69772 0.17787  C226 1.077
241 H 1.91122 -4.00391 -0.92454  C230 1.093
242 H 1.28357 -3.78915 0.74760  C230 1.104
243 H 2.49338 -1.53570 -0.98100  C231 1.085
244 H 3.23193 -2.69444 0.18905  C231 1.095
245 H 3.48734 -1.01517 2.22879  C233 1.096
246 H 2.31392 0.36635 2.10701  C233 1.089
247 H 3.38131 0.25268 0.88967  C233 1.085
248 C -1.97619 -6.38056 6.32766  O249 1.410, H259 1.086, H260 1.103, H261 1.096
249 O -2.34161 -6.79799 7.62352  C248 1.410, C250 1.395
250 C -1.41521 -7.66910 8.19785  O249 1.395, C251 1.530, H262 1.073, H263 1.083
251 C -1.58891 -7.81299 9.71161  C250 1.530, N252 1.493, H264 1.064, H265 1.084
252 N -3.04370 -7.84458 10.04396  C251 1.493, H253 1.048, H254 1.023, C255 1.534
253 H -3.60534 -7.70410 9.17047  N252 1.048
254 H -3.27860 -8.77860 10.38796  N252 1.023
255 C -3.32859 -6.88684 11.20769  N252 1.534, C256 1.543, H266 1.108, H267 1.059
256 C -3.00512 -7.60650 12.53339  C255 1.543, O257 1.401, H268 1.113, H269 1.112
257 O -1.94320 -8.50473 12.36818  C256 1.401, C258 1.415
258 C -1.79867 -9.43923 13.42105  O257 1.415, H270 1.121, H271 1.070, H272 1.116
259 H -2.06865 -7.20738 5.62952  C248 1.086
260 H -1.03508 -5.80449 6.33493  C248 1.103
261 H -2.71401 -5.62073 6.04691  C248 1.096
262 H -0.41906 -7.28969 8.07936  C250 1.073
263 H -1.52874 -8.65159 7.75556  C250 1.083
264 H -1.17158 -6.97170 10.21133  C251 1.064
265 H -1.18754 -8.70802 10.17310  C251 1.084
266 H -4.36606 -6.49777 11.19716  C255 1.108
267 H -2.69278 -6.05825 11.03244  C255 1.059
268 H -3.90000 -8.21407 12.79514  C256 1.113
269 H -2.77682 -6.96442 13.41243  C256 1.112
270 H -1.95576 -8.95155 14.41823  C258 1.121
271 H -0.78213 -9.77195 13.38429  C258 1.070
272 H -2.46318 -10.32168 13.26594  C258 1.116
273 C 3.59086 10.17009 0.44003  O274 1.414, H284 1.080, H285 1.131, H286 1.102
274 O 4.54831 11.12794 0.03229  C273 1.414, C275 1.403
275 C 5.10223 11.96740 1.01107  O274 1.403, C276 1.558, H287 1.107, H288 1.122
276 C 6.12732 12.86997 0.26151  C275 1.558, N277 1.508, H289 1.119, H290 1.102
277 N 5.36269 13.65804 -0.77207  C276 1.508, H278 1.066, H279 1.030, C280 1.531
278 H 4.76394 12.99090 -1.34832  N277 1.066
279 H 4.63986 14.20408 -0.28296  N277 1.030
280 C 6.16461 14.64490 -1.62546  N277 1.531, C281 1.482, H291 1.116, H292 1.083
281 C 6.37590 15.83772 -0.77112  C280 1.482, O282 1.425, H293 1.126, H294 1.084
282 O 5.06938 16.24809 -0.37555  C281 1.425, C283 1.419
283 C 5.07850 17.36034 0.50574  O282 1.419, H295 1.075, H296 1.053, H297 1.118
284 H 2.66004 10.58120 0.80058  C273 1.080
285 H 4.07457 9.59335 1.28366  C273 1.131
286 H 3.50846 9.48714 -0.42147  C273 1.102
287 H 5.52475 11.35514 1.83093  C275 1.107
288 H 4.30249 12.61855 1.45393  C275 1.122
289 H 6.90093 12.32137 -0.33152  C276 1.119
290 H 6.60342 13.45253 1.06691  C276 1.102
291 H 5.48425 14.93936 -2.45948  C280 1.116
292 H 7.02602 14.11296 -2.00907  C280 1.083
293 H 6.84036 16.70361 -1.32033  C281 1.126
294 H 6.94703 15.67431 0.13598  C281 1.084
295 H 5.40109 17.02645 1.47498  C283 1.075
296 H 4.08523 17.70841 0.50026  C283 1.053
297 H 5.74318 18.12969 0.04186  C283 1.118
298 C 1.85283 3.77344 -0.27259  C299 1.783, H302 1.058, H303 1.082, H304 1.099
299 C 1.15630 2.74789 1.00848  C298 1.783, O300 1.167, O301 1.203
300 O -0.00888 2.80629 0.98176  C299 1.167
301 O 2.10765 2.39027 1.65207  C299 1.203
302 H 2.42046 4.47684 0.27738  C298 1.058
303 H 0.94073 4.06237 -0.77862  C298 1.082
304 H 2.45945 3.00049 -0.76386  C298 1.099
305 C 2.38784 -5.23804 -4.90115  C306 1.516, H309 1.112, H310 1.068, H311 1.101
306 C 1.40619 -4.83676 -3.81715  C305 1.516, O307 1.298, O308 1.239
307 O 1.56582 -3.61828 -3.40070  C306 1.298
308 O 0.57967 -5.68653 -3.45711  C306 1.239
309 H 2.07883 -6.12970 -5.48872  C305 1.112
310 H 3.37479 -5.45747 -4.55555  C305 1.068
311 H 2.52940 -4.46734 -5.67522  C305 1.101
312 C 0.68435 -5.66489 3.07423  C313 1.450, H316 1.109, H317 1.069, H318 1.099
313 C 2.09084 -5.43276 2.80873  C312 1.450, O314 1.237, O315 1.357
314 O 2.78793 -6.09917 2.03391  C313 1.237
315 O 2.65400 -4.58256 3.70340  H32 1.025, C313 1.357
316 H 0.49705 -5.50083 4.15505  C312 1.109
317 H 0.33436 -6.61894 2.74107  C312 1.069
318 H 0.11378 -4.81028 2.68431  C312 1.099
319 C -1.85271 -2.40036 -5.82977  C320 1.461, H323 1.118, H324 1.093, H325 1.101
320 C -0.83978 -2.27812 -4.78373  C319 1.461, O321 1.247, O322 1.326
321 O -1.17731 -2.22195 -3.58438  C320 1.247
322 O 0.43832 -2.38686 -5.11883  H6 1.103, C320 1.326
323 H -2.22860 -1.37425 -6.06359  C319 1.118
324 H -2.79478 -2.82796 -5.47771  C319 1.093
325 H -1.52721 -2.91488 -6.74758  C319 1.101
326 C -9.25937 3.28184 0.75500  C327 1.472, H330 1.127, H331 1.098, H332 1.100
327 C -7.83884 3.42706 1.11063  C326 1.472, O328 1.178, O329 1.480
328 O -7.09881 4.33080 1.26099  C327 1.178
329 O -7.28194 2.14208 1.59053  H45 1.018, C327 1.480
330 H -9.63481 2.23664 0.94670  C326 1.127
331 H -9.20432 3.34543 -0.33978  C326 1.098
332 H -10.05130 3.97238 1.08210  C326 1.100

Properties
Lowest unoccupied orbital energy, eV: -8.879
Charge: +8
Electronic energy, hartree: -5991.26170
E_HOMO, eV: -14.494